Entry from the Open Molecules 2025 dataset: the ion C2H2N2OP with charge +1 at a distorted geometry (the ωB97M-V functional and the def2-TZVPD basis).

Last column: Löwdin charge in e.
Atoms and positions in Å:
C  -0.68  0.45  -0.16  -0.18
C  -0.84  -0.83  0.26  -0.20
N  -1.62  1.27  0.22  0.07
N  -2.69  1.44  -0.18  0.40
O  -3.10  -0.47  -0.82  -0.42
P  -2.59  -1.22  0.42  1.04
H  -0.13  0.67  -1.09  0.17
H  -0.40  -1.54  -0.48  0.12

Structure (SMILES): N#[N+]/C=C\P=O
Maximum force in eV/Å: 8.3
Total charge: +1
Multiplicity: 1
Gap between HOMO and LUMO (alpha / beta) in eV: 8.10 / 8.10
Energy above the lowest of the compared OMol25 structures with the same formula, charge and spin in kcal/mol: 61.7
E in eV: -16409.7522
HOMO (alpha / beta) in Ha: -0.5795 / -0.5795

***

Entry from the Open Molecules 2025 dataset: a cluster of 2 separate species, C2H2N2OS in total at a distorted geometry (the ωB97M-V functional and the def2-TZVPD basis).

Last column: Löwdin charge in e.
Atoms and positions in Å:
C  -1.40  -1.08  0.06  0.09
C  1.38  -0.03  0.19  -0.50
N  -1.52  0.12  -0.01  -0.67
N  1.81  0.90  -0.41  0.18
O  1.04  -0.89  0.87  0.13
S  -1.28  1.63  0.07  0.63
H  -1.36  -2.06  0.36  0.07
H  1.32  1.41  -1.13  0.06

Structure (SMILES): C#[N+][S-].N=C=O
Maximum force in eV/Å: 7.6
Multiplicity: 1
Gap between HOMO and LUMO in eV: 9.10
Energy above the lowest of the compared OMol25 structures with the same formula, charge and spin in kcal/mol: 49.7
E in eV: -17966.8199
HOMO in Ha: -0.3210

***

Entry from the Open Molecules 2025 dataset: a structure of composition C2H2N2P2 at a distorted geometry (the ωB97M-V functional and the def2-TZVPD basis).

Last column: Löwdin charge in e.
Atoms and positions in Å:
C  -1.11  2.81  -0.05  -0.66
C  0.87  1.67  -2.15  -0.35
N  -2.08  3.41  -0.28  0.12
N  0.85  1.50  -3.26  -0.03
P  -0.35  0.11  0.79  0.54
P  0.45  2.11  0.24  0.68
H  -1.02  0.15  -0.60  -0.06
H  0.70  -0.54  0.43  -0.24

Maximum force in eV/Å: 8.0
Multiplicity: 1
Gap between HOMO and LUMO in eV: 8.76
Energy above the lowest of the compared OMol25 structures with the same formula, charge and spin in kcal/mol: 55.7
E in eV: -23660.1395
HOMO in Ha: -0.4076

***

Entry from the Open Molecules 2025 dataset: a cluster of 2 separate species, C2H2N2Si in total at a distorted geometry (the ωB97M-V functional and the def2-TZVPD basis).

Last column: Löwdin charge in e.
Atoms and positions in Å:
C  1.59  3.56  -2.42  -0.17
C  0.61  2.56  -2.53  -0.16
N  2.47  4.23  -2.13  0.20
N  -0.09  1.64  -2.41  0.07
Si  -0.58  -0.11  -0.51  0.55
H  0.37  -0.49  -1.74  -0.19
H  0.31  -0.58  0.55  -0.29

Maximum force in eV/Å: 1.9
Multiplicity: 1
Gap between HOMO and LUMO in eV: 7.30
Energy above the lowest of the compared OMol25 structures with the same formula, charge and spin in kcal/mol: 81.4
E in eV: -12959.5071
HOMO in Ha: -0.3105